The following is a DFT calculation (ωB97M-V with the def2-TZVPD basis set) of C33H48P2Tl as an isolated structure.

XYZ file:
```
84
Properties=species:S:1:pos:R:3:forces:R:3
H -1.36280 1.70723 6.05277 0.05 0.15 -0.01
C -1.27830 4.93717 4.90010 -0.06 -0.63 0.49
C -2.97674 -0.37401 -1.48507 -0.12 0.68 0.06
C 1.65524 0.82617 -4.16266 1.43 -2.02 -2.02
C 1.39606 -0.80192 4.73772 0.44 -0.01 -0.04
C 2.29535 1.39703 -1.06538 0.18 0.05 0.06
H -0.59600 1.31930 -6.06021 0.08 0.06 0.55
H 2.57358 -2.23750 -2.28574 0.48 0.84 0.34
C 1.42564 -0.47244 -4.55063 2.05 2.01 -0.98
C 0.98623 -4.33259 1.05924 -0.01 0.00 -0.45
Tl -0.59236 1.33962 0.16303 -0.67 1.09 1.54
C 0.63585 -3.33771 2.09689 0.40 0.01 -0.20
H -0.73175 1.23330 3.65233 -0.17 0.72 0.23
H -2.51542 -0.58549 -3.84956 1.16 0.17 0.98
C -1.40364 -2.78748 -2.15538 -0.02 -0.18 -0.58
H 3.42817 -1.50553 2.83773 -0.02 -0.23 -0.04
H 1.10729 2.95078 -4.15557 0.30 -0.40 0.09
H 1.84485 2.00493 -0.23995 0.65 -0.40 -0.58
H -2.49781 -2.29453 4.45334 0.23 0.26 0.03
H -1.32425 -1.53503 5.54916 0.01 0.04 -0.24
P -1.35642 -1.26637 -1.21357 0.89 0.85 1.80
C -0.94890 4.70852 3.53812 -0.03 -1.11 0.30
H 2.04997 1.85432 -2.04153 0.19 -0.17 0.67
H -0.99647 6.78342 2.93406 0.05 -0.33 -0.25
H 3.53684 -3.21444 3.28639 -0.23 0.11 -0.10
H 0.88901 -1.92209 -5.96603 -0.35 0.37 0.21
H 0.45304 -0.87229 -2.97907 -0.42 -0.30 0.93
H -1.98947 -0.61918 4.19280 0.11 -0.06 0.00
H -2.41799 -3.20712 -2.10146 0.42 -0.14 -0.15
C -0.66637 -3.06393 2.60045 -0.38 -0.31 -0.19
C -0.23495 4.13819 0.85255 -0.54 1.74 1.18
C -1.63679 -1.61235 4.49985 -0.47 -0.23 0.21
H -3.25712 0.11296 -0.52401 0.24 -0.32 -0.60
C -0.42125 3.15215 1.76941 0.79 -2.63 -2.00
H 0.57024 -0.34562 -6.56958 0.03 0.18 0.68
H 3.73549 -1.57831 -1.03931 -0.32 -0.02 -0.92
C -0.47455 5.48951 1.27317 -0.01 0.21 0.11
H -1.42916 5.96663 5.24266 0.05 -0.40 -0.06
H 1.26898 -5.29636 1.50133 -0.03 0.11 0.06
C 1.56123 -2.51213 2.80134 0.04 -0.29 -0.13
C 3.02789 -2.50221 2.61700 0.38 0.30 -0.26
H 0.98995 -0.96996 5.74390 -0.01 0.03 -0.26
C 3.00904 -1.30291 -1.84665 1.09 -0.37 -0.06
C 0.19269 -0.44709 -2.00195 -0.38 0.33 0.22
H -1.85100 -4.10607 1.13828 0.03 0.13 0.38
C -1.40981 3.86858 5.79257 0.05 0.59 -0.56
H -1.32944 1.63230 -3.05435 -0.62 -0.05 -0.65
H -2.75527 -2.99652 2.18736 0.22 -0.26 0.02
H 1.83562 -3.99788 0.45033 -0.16 -0.03 0.18
C 0.83305 -1.75480 3.74827 -0.21 0.22 0.42
H -2.18778 -4.55448 2.82634 0.07 0.16 -0.08
C 0.49789 -0.93772 -5.63753 -0.38 -0.66 -0.67
H -3.78173 -1.09112 -1.70211 0.37 -0.05 -0.05
H 3.55189 -0.68421 -2.60319 -0.48 -0.72 0.43
C -1.22875 2.53140 5.35683 0.21 -0.03 -1.15
H 0.05564 3.98385 -0.19332 -0.10 -0.17 0.12
C -1.52717 -0.20293 -4.17315 -0.93 1.16 -0.94
C -0.97767 -1.13357 -5.20495 -0.10 -0.06 -1.28
H 1.16777 0.24031 4.46342 -0.04 -0.21 0.04
C -0.54442 -2.10663 3.63825 0.26 0.23 0.18
P 1.75364 -0.38080 -0.92726 -1.62 0.19 0.72
H 3.31123 -2.75812 1.58547 -0.16 0.04 0.34
H -1.66224 4.06781 6.83885 0.09 -0.09 -0.42
H -1.10196 -2.53611 -3.18407 -0.25 -0.86 0.51
H 3.39686 1.36725 -0.92634 -0.56 0.30 -0.04
H -1.68151 -1.09691 -6.06452 0.56 -0.07 0.05
H -3.00044 0.40162 -2.26797 0.00 -0.33 0.44
H 1.65447 2.24451 -5.66631 -0.21 0.22 -0.11
C -0.90026 2.26541 4.02067 -0.22 0.08 1.14
H -0.95781 2.83376 -5.32603 0.20 -0.55 0.72
C -0.82305 5.76048 2.58505 0.22 -0.17 -0.47
H -1.04020 -2.18595 -4.89379 -0.31 0.41 0.22
H 2.22303 -1.22280 -4.33387 -0.85 0.76 0.31
C 1.03970 2.04566 -4.78178 -0.68 0.44 0.06
H 2.65978 0.97876 -3.74017 -0.67 0.01 0.33
H -0.06268 0.61028 -2.25724 0.59 -1.48 0.31
H -0.39693 6.29908 0.53733 0.02 -0.20 0.41
C -1.92302 -3.71618 2.16393 -0.35 0.12 -0.29
H 2.48880 -0.90081 4.78505 -0.33 0.09 0.05
H 0.14593 -4.52378 0.38169 0.15 0.05 0.20
H -0.67296 -3.43519 -1.64201 -0.32 -0.05 -0.57
C -1.10357 1.07941 -3.98119 -1.97 -0.71 -1.07
C -0.46821 1.85852 -5.10570 1.23 -0.26 -0.49
C -0.75150 3.32896 3.10512 -0.29 2.03 0.66
```
Positions in Å, forces in eV/Å.

As for the LUMO energy (spin up / spin down): -5.5858 / -5.6510 eV. The energy above the lowest of the compared OMol25 structures with the same formula, charge and spin comes out at 1.0207 eV. The frontier orbital gap (spin up / spin down) comes out at 3.3 / 3.2 eV. Its HOMO energy (spin up / spin down) is -8.86 / -8.86 eV. As for the molar mass: 711.1 g mol⁻¹. The net charge is +1.

Löwdin population analysis, charges in e, atoms 1 to 2:
1 H 0.09
2 C -0.03

=====

The following is a DFT calculation (ωB97M-V with the def2-TZVPD basis set) of C33H49BCaGeN9O8P as an isolated structure.

XYZ file:
```
103
Properties=species:S:1:pos:R:3:forces:R:3
H -2.83322 0.04119 -3.23792 0.04 0.00 -0.02
C -2.79334 2.35161 2.61531 0.19 0.00 0.26
H -4.34773 -0.46028 -5.11613 0.01 0.00 0.01
H -4.37109 0.55322 -6.53942 0.00 0.02 0.00
H -0.71318 1.03262 5.49345 -0.02 -0.02 0.03
H 0.92920 -2.48800 3.67231 -0.01 -0.01 0.01
N 1.38909 1.30799 0.91652 -0.15 0.21 0.16
C 0.55305 -1.50536 3.91597 0.07 -0.10 -0.09
C 0.00766 -1.04696 5.11436 -0.02 0.09 0.01
C -2.46202 0.98164 -3.66420 0.03 -0.06 0.11
H 2.76198 1.43117 -0.63771 0.01 0.01 -0.02
C 2.25504 1.96131 0.15518 0.14 -0.19 -0.12
H -1.75037 3.80584 -2.70641 0.00 0.01 0.01
H -4.12701 -5.08236 -2.72977 -0.02 0.02 0.06
C 1.45510 -5.63052 0.25845 0.01 -0.04 0.01
H -0.31093 2.28937 -1.12753 0.05 0.00 -0.03
H 2.74484 -2.57076 -3.34320 0.02 0.00 0.00
C -4.23056 0.57456 -5.45664 0.01 -0.04 -0.01
B -0.17558 1.94674 2.88703 -0.08 -0.14 -0.22
H 5.58120 -1.87953 0.63293 0.00 -0.03 -0.01
H 5.17500 -1.23714 -2.02035 0.00 0.00 0.03
C -3.89514 -3.13634 -0.24090 0.04 0.02 -0.15
C -0.46625 4.83743 4.99266 0.00 0.06 0.01
O -0.42353 -1.98043 -3.63750 -0.01 -0.04 -0.02
C -0.72733 -1.54073 -2.56181 -0.07 0.01 -0.07
N -1.99266 -1.69931 -0.50937 -0.20 -0.02 0.04
H 1.74781 2.45692 4.86550 0.02 -0.01 0.02
H -1.02882 3.60952 -5.15073 -0.02 0.01 0.01
C -2.52378 -3.26671 -2.22304 0.00 0.05 0.08
H -5.22764 1.45380 -3.73060 0.01 -0.01 0.01
H -0.36518 -4.73506 -0.48392 0.02 -0.01 0.01
H 2.37510 -5.33079 0.75613 0.01 0.02 0.00
C -3.12270 -1.42661 1.50761 -0.62 -0.40 0.14
H 2.90892 -1.35765 2.05196 0.03 0.02 0.00
C 1.48464 3.41673 1.59114 0.06 -0.01 0.12
P 1.86360 -2.17474 -0.27527 -0.19 -0.10 -0.17
H -4.75264 2.47652 1.62104 -0.03 0.00 -0.01
H -2.96616 1.77858 -3.11200 0.00 0.00 -0.02
Ca -0.30268 -0.37973 0.74420 0.52 0.10 -0.41
C 0.73926 4.33567 5.51803 0.04 -0.09 -0.05
C -3.59755 -3.73842 -1.47457 -0.04 -0.01 0.04
N 0.59056 -0.54483 2.99999 -0.19 0.18 -0.04
H 4.49582 -0.51573 0.30906 -0.02 -0.01 -0.01
H 3.67490 -3.24083 -1.99581 0.04 0.03 0.00
C 0.57204 -4.43464 -0.00995 -0.09 0.03 -0.04
C -0.03676 2.59069 -2.14309 0.05 -0.07 0.11
H -2.27844 -3.66160 -3.20044 0.01 0.00 -0.01
O -4.36654 -1.22203 1.81370 0.26 0.04 0.18
H -0.67831 4.54340 -1.54553 0.04 0.01 0.00
O -0.33499 -0.37594 -2.05959 -0.09 0.01 0.23
C 3.36798 -2.31628 -2.48612 -0.10 -0.03 0.00
H 5.29713 -0.65032 1.87131 0.00 -0.02 0.02
H -4.74549 -3.46229 0.33954 -0.01 -0.01 0.02
H 4.21939 -0.53415 -3.33488 -0.02 0.01 0.00
C -0.02488 3.97456 -4.91422 0.00 -0.05 -0.09
C 4.54958 -1.46858 -2.88126 0.02 0.02 -0.05
H 1.35874 4.75651 6.28908 0.02 0.01 0.02
H -2.09781 0.43238 -5.72466 -0.03 -0.04 0.02
N 0.92723 2.21299 1.82260 -0.07 -0.02 -0.09
O -4.39511 -4.73449 -1.86832 0.01 -0.02 -0.06
H 5.15925 -2.00029 -3.61223 -0.01 -0.02 0.00
C 4.82931 -1.22294 1.06943 0.05 0.09 0.00
C 3.66960 -2.01404 1.62003 -0.10 -0.14 -0.01
H -0.13242 -1.58380 6.03472 0.00 -0.02 0.02
H 3.99105 -2.72321 2.38155 0.01 0.04 0.01
H 2.98568 4.06581 0.11262 0.02 0.01 -0.01
H -2.68563 2.06429 -5.51512 0.01 -0.02 -0.01
N -0.94887 4.05494 4.04892 -0.11 -0.01 -0.15
H 1.23308 4.25739 2.21623 0.03 0.06 -0.04
C -0.29221 0.27263 4.85701 -0.03 0.05 0.11
H -0.49832 5.68010 -3.69398 -0.02 -0.02 0.00
H 0.27844 4.62042 -5.73758 0.02 0.02 0.01
N -1.68191 1.59582 0.86097 0.20 -0.04 0.11
H -3.26938 1.51143 -0.48652 -0.03 0.01 -0.01
N -1.58258 1.97534 2.16540 0.18 0.05 -0.04
H 0.93068 -6.34732 0.89170 -0.01 0.01 0.01
C 2.35997 3.29977 0.53342 -0.04 0.05 0.08
O 1.19895 -3.51274 -0.92059 0.14 0.01 0.14
H 1.71164 -6.12660 -0.67693 0.00 0.01 -0.02
C -5.29898 1.45161 -4.81978 -0.05 0.04 0.03
O 2.52493 -1.55090 -1.57931 0.10 0.04 0.04
N -0.08143 3.01913 3.94604 -0.12 0.13 0.16
H 1.04881 2.69353 -2.15857 0.02 -0.02 0.02
H 0.31501 -3.91497 0.92436 0.03 -0.03 0.00
O 3.05225 -2.83374 0.58811 0.01 0.05 -0.02
H 0.65726 3.12127 -4.92169 0.00 -0.01 0.02
N 0.06922 0.56356 3.59379 -0.05 0.07 -0.06
C -1.76768 -2.22895 -1.70144 0.04 -0.08 -0.18
C 0.94717 3.17651 4.81706 0.12 -0.01 0.09
C -0.69125 3.94118 -2.45651 -0.11 -0.02 -0.07
C -3.70736 2.22743 1.59301 -0.08 0.00 -0.02
H 1.02490 4.92264 -3.29301 0.00 0.01 0.00
C -2.95615 1.75162 0.51911 0.01 -0.08 -0.05
H -5.20682 2.48595 -5.15714 0.01 0.01 -0.01
O -2.13459 -1.12058 2.13516 -0.28 0.11 0.09
C -0.00890 4.71034 -3.58182 0.02 0.05 0.02
H 0.32954 0.70372 -4.44908 0.02 0.03 0.05
C -2.80733 1.03813 -5.15390 0.05 0.05 -0.07
Ge -0.54905 1.08828 -3.25767 -0.01 0.14 -0.16
H -6.30156 1.11059 -5.07662 0.00 -0.01 -0.02
C -3.04694 -2.14045 0.17647 0.35 -0.08 -0.10
H -2.90639 2.72574 3.61656 -0.04 0.01 0.00
H -0.99989 5.73379 5.26232 -0.01 0.03 0.02
```
Positions in Å, forces in eV/Å.

As for the LUMO energy (spin up / spin down): -3.1940 / -6.4794 eV. The energy above the lowest of the compared OMol25 structures with the same formula, charge and spin comes out at 0.5945 eV. Its multiplicity is 2. The frontier orbital gap (spin up / spin down) comes out at 8.0 / 4.7 eV. Its HOMO energy (spin up / spin down) is -11.16 / -11.16 eV. As for the molar mass: 854.3 g mol⁻¹. The net charge is +1.

Löwdin population analysis, charges in e, atoms 1 to 2:
1 H 0.07
2 C -0.06